# 1
{
  "formula": "C5H10BrNO",
  "method": "wB97M-V/def2-TZVPD",
  "total_charge": 0,
  "homo_lumo_gap_ha": [0.2605, 0.3069],
  "e_homo_ha": [-0.2403, -0.3538],
  "spin_multiplicity": 3,
  "energy_ev": -78922.4849,
  "s_squared": 2.0093,
  "lumo_ev": [0.550, -1.276],
  "symbols": ["C", "C", "C", "C", "C", "N", "O", "Br", "H", "H", "H", "H", "H", "H", "H", "H", "H", "H"],
  "xyz": [[-0.16447, 0.73146, 0.93020], [-1.14632, -0.83737, 2.27229], [0.29235, -0.29989, -0.21632], [1.51122, 0.34490, -0.88936], [-0.85012, -0.42637, -1.23588], [0.46579, -1.56791, 0.34400], [-1.30217, 0.22141, 1.52271], [1.97586, -1.84006, 1.36096], [0.67791, 0.79935, 1.62804], [-0.39741, 1.70478, 0.50073], [-2.02092, -1.43066, 2.46229], [-0.25005, -0.99991, 2.84984], [1.26509, 1.35336, -1.21212], [1.77844, -0.24707, -1.76313], [2.36836, 0.38262, -0.22024], [-0.58839, -1.18548, -1.96798], [-1.01321, 0.51833, -1.74750], [-1.76625, -0.73233, -0.74005]],
  "forces_ev_per_angstrom": [[1.22, -1.24, -1.19], [-0.36, -1.76, 2.17], [-0.17, 3.04, -0.20], [0.04, -0.46, -0.03], [0.15, -0.28, 0.24], [0.47, -1.68, -0.03], [-1.30, 1.73, -0.60], [0.05, 0.14, -0.17], [-0.12, 0.19, 0.18], [0.02, -0.11, -0.05], [-0.20, 0.04, -0.03], [0.14, 0.17, -0.04], [-0.03, 0.06, -0.05], [0.15, 0.03, -0.09], [0.01, 0.06, 0.02], [0.01, -0.05, -0.14], [0.00, 0.12, -0.01], [-0.09, -0.01, 0.02]]
}

***

# 2
{
  "formula": "C31H84N14O4P6S",
  "method": "wB97M-V/def2-TZVPD",
  "total_charge": 0,
  "homo_lumo_gap_ha": 0.2728,
  "e_homo_ha": -0.2803,
  "spin_multiplicity": 1,
  "energy_ev": -129119.5867,
  "lumo_ev": -0.204,
  "symbols": ["C", "P", "C", "C", "C", "C", "N", "C", "C", "N", "P", "S", "H", "H", "H", "H", "H", "H", "H", "H", "H", "H", "H", "H", "O", "P", "N", "C", "C", "N", "C", "C", "N", "C", "C", "H", "H", "H", "H", "H", "H", "H", "H", "H", "H", "H", "H", "H", "H", "H", "H", "H", "H", "O", "P", "N", "C", "C", "N", "C", "C", "N", "C", "C", "H", "H", "H", "H", "H", "H", "H", "H", "H", "H", "H", "H", "H", "H", "H", "H", "H", "H", "O", "P", "N", "C", "C", "N", "C", "C", "N", "C", "C", "H", "H", "H", "H", "H", "H", "H", "H", "H", "H", "H", "H", "H", "H", "H", "H", "H", "H", "O", "P", "N", "C", "C", "N", "C", "C", "N", "C", "C", "H", "H", "H", "H", "H", "H", "H", "H", "H", "H", "H", "H", "H", "H", "H", "H", "H", "H"],
  "xyz": [[-4.53608, -0.87525, -2.57125], [-4.76361, 0.21951, -4.05359], [-3.97863, -0.46628, -5.58479], [-6.57716, 0.72850, -4.33280], [-6.63521, 2.28515, -4.18945], [-6.93681, 0.42985, -5.79270], [-7.27913, 0.27387, -6.85436], [-7.60622, -0.05740, -3.47265], [-8.99712, 0.58054, -3.46780], [-9.89523, 1.17619, -3.77170], [-7.90083, -1.83678, -3.99495], [-6.36193, -2.82639, -4.63615], [-5.40039, -0.94154, -1.88584], [-4.27060, -1.92313, -2.83166], [-3.68663, -0.50291, -1.96024], [-4.02346, -1.57025, -5.66593], [-2.90763, -0.18043, -5.53275], [-4.36272, -0.03410, -6.52581], [-6.47116, 2.79980, -5.15350], [-7.52793, 2.68266, -3.67851], [-5.76500, 2.57598, -3.56510], [-7.29761, -0.06805, -2.41038], [-8.60338, -2.44963, -2.91454], [-8.84816, -1.76549, -5.05740], [-0.94917, -0.23545, -1.38675], [0.49061, -0.17602, -0.89201], [1.18302, -0.75887, -2.34656], [2.09903, -1.85828, -2.55059], [0.87724, -0.05605, -3.58448], [0.25596, -1.42228, 0.28685], [0.54993, -2.81135, 0.01077], [-1.00169, -1.34025, 1.02441], [2.07668, 0.10739, -0.23998], [3.07266, 0.88589, -0.96960], [2.35563, 0.04666, 1.19374], [2.87596, -1.59626, -3.27918], [1.57054, -2.74229, -2.92429], [2.64225, -2.13423, -1.64869], [1.47295, 0.86205, -3.67359], [-0.17610, 0.22583, -3.64177], [1.08338, -0.67097, -4.46255], [0.03876, -3.14967, -0.89891], [0.23073, -3.45860, 0.83040], [1.62392, -2.98864, -0.06918], [-1.84022, -1.77415, 0.46583], [-1.24971, -0.30367, 1.26149], [-0.91291, -1.86225, 1.98272], [3.89486, 0.23575, -1.28527], [3.49781, 1.69426, -0.36982], [2.65459, 1.36171, -1.85464], [2.79230, -0.92283, 1.44947], [1.46024, 0.19190, 1.79198], [3.06115, 0.81368, 1.52378], [-0.35509, -6.12553, -1.60328], [-1.58277, -6.24989, -2.50200], [-2.35485, -7.42818, -1.52465], [-2.88908, -8.71917, -1.89191], [-2.57374, -7.11883, -0.11821], [-0.71769, -6.95155, -3.83130], [-0.62750, -8.38146, -4.03994], [0.58462, -6.33999, -4.09183], [-3.00962, -6.17859, -3.51064], [-4.33917, -5.95417, -2.94005], [-2.94937, -5.84541, -4.93330], [-3.84966, -8.90602, -1.39647], [-2.20074, -9.52193, -1.60553], [-3.10128, -8.80626, -2.95616], [-3.43773, -6.45270, 0.00846], [-1.70811, -6.62705, 0.32859], [-2.75964, -8.01801, 0.47161], [-0.26739, -8.90980, -3.14805], [0.05142, -8.61385, -4.86353], [-1.58925, -8.79333, -4.35229], [1.36762, -6.73430, -3.43455], [0.54172, -5.25751, -3.95933], [0.88177, -6.51124, -5.13152], [-4.94248, -6.86140, -3.04710], [-4.89192, -5.13699, -3.42152], [-4.29033, -5.69924, -1.88309], [-2.98078, -6.75992, -5.53228], [-2.04791, -5.29491, -5.19010], [-3.78533, -5.21778, -5.25414], [1.68914, 1.61605, 5.67933], [0.47560, 2.37391, 6.20687], [-0.19415, 1.06499, 7.08153], [-1.53346, 0.52369, 7.03961], [0.64757, 0.38778, 8.05939], [-0.24779, 2.59195, 4.64622], [-1.27321, 1.70970, 4.12714], [0.70079, 2.91104, 3.58145], [-0.72605, 3.45057, 6.86393], [-0.95929, 3.53871, 8.30130], [-1.19601, 4.63349, 6.14396], [-1.89282, 0.27762, 8.04602], [-1.56554, -0.39070, 6.43754], [-2.26569, 1.22615, 6.64441], [0.71641, 0.96855, 8.98876], [1.66202, 0.23754, 7.68674], [0.26024, -0.59987, 8.31409], [-0.97099, 0.65512, 4.16169], [-1.51177, 1.95555, 3.08966], [-2.21446, 1.84381, 4.66455], [1.18845, 2.01696, 3.17930], [1.47685, 3.59019, 3.93840], [0.19580, 3.43081, 2.76058], [-1.94817, 3.13683, 8.54332], [-0.91557, 4.56538, 8.67213], [-0.21649, 2.98383, 8.87095], [-2.14699, 4.41653, 5.64978], [-0.48534, 4.96872, 5.39317], [-1.36068, 5.48958, 6.80379], [5.13003, 3.88960, 0.33404], [5.68190, 5.12585, 1.03628], [6.10921, 5.97196, -0.38829], [7.36896, 6.57998, -0.75162], [5.08086, 6.18152, -1.39927], [7.02512, 4.29628, 1.75258], [8.34606, 4.28621, 1.15852], [6.70931, 2.96002, 2.25782], [6.08131, 6.51751, 2.00420], [5.52062, 7.83165, 1.70935], [6.55222, 6.40298, 3.38407], [7.21464, 7.55320, -1.23275], [7.92213, 5.94294, -1.44998], [8.00522, 6.78940, 0.10666], [4.41196, 7.00468, -1.11556], [4.46702, 5.29106, -1.54449], [5.51104, 6.42481, -2.37196], [8.32837, 3.95976, 0.11103], [9.01514, 3.61863, 1.70577], [8.81691, 5.26866, 1.23315], [6.72428, 2.20253, 1.46618], [5.72489, 2.94194, 2.72820], [7.42562, 2.66979, 3.03270], [6.31107, 8.50393, 1.36132], [5.04897, 8.29250, 2.58027], [4.74995, 7.78486, 0.94248], [7.64185, 6.48851, 3.41482], [6.26688, 5.45872, 3.84017], [6.14654, 7.18367, 4.03302]],
  "forces_ev_per_angstrom": [[0.38, -1.13, 0.15], [1.38, 1.59, 0.48], [0.23, -0.99, -0.04], [-0.93, -0.76, -2.22], [0.78, 0.41, 0.92], [1.03, 0.75, 4.34], [-0.81, -0.50, -2.91], [-1.64, 0.33, 1.17], [5.10, -2.23, 0.05], [-3.61, 1.95, -0.62], [0.36, -0.53, -0.88], [-0.12, -0.11, 0.28], [0.20, 0.17, -0.48], [-0.33, 0.58, -0.03], [-0.45, 0.16, -0.56], [-0.11, 0.53, 0.00], [-0.62, -0.07, 0.17], [-0.13, -0.06, 0.63], [-0.31, -0.45, 0.40], [0.09, -0.39, -0.53], [-0.54, -0.14, -0.28], [0.11, -0.11, -0.49], [0.09, 0.59, -0.25], [-0.01, 0.36, 0.72], [-0.02, 3.97, 0.57], [0.82, -6.86, -1.19], [0.19, 0.45, -0.69], [0.64, 0.26, 0.23], [-0.50, 0.12, 0.05], [-0.18, 0.09, 1.52], [0.50, -0.03, -0.35], [-0.02, 0.26, -0.11], [-1.20, 1.89, 0.24], [0.17, 0.38, -0.31], [-0.02, 0.11, 0.59], [-0.08, 0.05, -0.05], [0.03, -0.05, 0.04], [-0.18, 0.03, 0.11], [0.04, -0.01, -0.18], [0.02, 0.00, 0.15], [0.08, -0.12, 0.14], [0.13, -0.24, -0.03], [-0.19, 0.24, 0.06], [-0.03, 0.01, -0.24], [-0.08, 0.06, 0.02], [-0.06, -0.02, -0.11], [0.14, -0.09, -0.09], [-0.05, -0.03, 0.01], [-0.07, -0.08, 0.10], [-0.03, -0.22, -0.07], [-0.15, -0.02, -0.04], [0.00, -0.23, -0.04], [0.01, 0.09, -0.34], [-1.30, 3.80, 0.03], [1.13, -6.93, -0.55], [-0.51, 0.08, 0.70], [-0.61, 0.19, -0.34], [0.44, 0.25, 0.15], [0.54, 0.60, -1.07], [-0.62, -0.13, 0.03], [-0.01, 0.17, 0.15], [0.47, 2.19, 0.53], [-0.25, 0.15, 0.28], [0.09, 0.33, -0.43], [0.05, 0.03, 0.08], [-0.02, -0.04, -0.04], [0.16, 0.12, -0.04], [-0.08, -0.07, 0.15], [0.02, 0.04, -0.14], [0.00, -0.08, -0.18], [-0.02, -0.11, -0.01], [0.11, 0.27, 0.06], [-0.02, -0.09, 0.20], [0.04, 0.10, 0.02], [0.03, -0.05, 0.12], [-0.13, -0.14, 0.02], [0.05, -0.02, 0.02], [0.31, -0.12, -0.06], [0.07, -0.20, 0.01], [0.11, 0.01, 0.06], [0.06, -0.21, 0.00], [-0.10, -0.05, 0.28], [1.68, 2.84, 2.15], [-4.14, -4.56, -3.07], [0.23, -0.18, 0.71], [-0.41, 0.49, 0.34], [0.50, -0.02, -0.21], [0.06, 0.89, -0.88], [-0.38, 0.02, 0.49], [0.21, 0.04, 0.10], [2.00, 0.97, 0.43], [0.11, -0.13, 0.39], [0.02, 0.45, -0.26], [0.10, -0.04, 0.01], [-0.05, 0.01, -0.01], [0.15, 0.07, -0.13], [-0.02, -0.14, 0.12], [-0.05, 0.12, -0.08], [-0.15, 0.07, -0.12], [-0.10, -0.07, -0.02], [0.26, 0.12, 0.00], [0.03, -0.19, 0.10], [0.12, 0.05, 0.00], [0.05, -0.14, 0.03], [-0.19, -0.10, 0.09], [0.02, 0.00, -0.02], [0.00, 0.02, -0.17], [-0.10, -0.17, -0.09], [0.10, -0.05, -0.06], [-0.11, -0.15, -0.09], [0.06, -0.20, 0.23], [-3.23, 1.26, 1.87], [6.16, -0.99, -3.02], [-0.54, 0.40, -0.42], [0.04, 0.60, 0.41], [-0.29, -0.45, -0.01], [0.14, -0.62, 1.08], [0.07, 0.62, -0.07], [-0.24, 0.00, -0.03], [-2.11, -0.58, 0.59], [-0.27, 0.23, -0.24], [0.01, -0.15, 0.51], [-0.08, -0.06, -0.05], [0.05, 0.02, 0.02], [-0.07, -0.17, 0.09], [-0.02, 0.08, -0.16], [0.05, -0.02, 0.14], [0.17, 0.00, 0.11], [0.11, 0.03, -0.05], [-0.25, -0.12, 0.09], [-0.03, 0.03, -0.21], [-0.08, -0.05, 0.03], [-0.01, -0.03, -0.12], [0.11, 0.14, -0.09], [-0.01, -0.03, 0.00], [0.08, -0.14, 0.07], [0.17, -0.05, -0.13], [-0.04, -0.11, -0.05], [0.17, -0.04, -0.11], [-0.12, 0.11, -0.26]]
}

***

# 3
{
  "formula": "C4H9N2O",
  "method": "wB97M-V/def2-TZVPD",
  "total_charge": 1,
  "homo_lumo_gap_ha": 0.4075,
  "e_homo_ha": -0.5092,
  "spin_multiplicity": 1,
  "energy_ev": -9316.0158,
  "lumo_ev": -2.769,
  "symbols": ["C", "C", "C", "N", "C", "N", "H", "H", "H", "H", "H", "H", "H", "H", "H", "O"],
  "xyz": [[-1.04918, 1.02430, 1.35403], [-0.83955, 0.24414, 0.10916], [-1.67615, 0.09938, -0.95324], [-1.06697, -0.76918, -1.80765], [0.16445, -1.03342, -1.38024], [0.30017, -0.44250, -0.20574], [-1.65416, 0.47142, 2.05945], [-0.12215, 1.35927, 1.79056], [-1.53720, 1.95650, 1.06119], [-2.66747, 0.49802, -1.05773], [-1.41455, -0.93044, -2.73654], [0.84517, -1.67707, -1.89089], [1.25553, -0.39935, 0.18161], [3.10169, 0.54971, 1.51666], [3.51115, -0.81429, 1.07736], [2.84923, -0.13649, 0.88201]],
  "forces_ev_per_angstrom": [[-0.01, 0.63, -0.62], [-0.09, 0.70, 0.05], [-0.16, -0.20, 1.17], [0.09, 0.50, -0.93], [-1.06, -0.20, -0.19], [1.11, -0.54, -0.59], [-0.05, 0.02, 0.26], [0.38, -0.27, 0.31], [-0.33, -0.17, 0.24], [-0.08, -0.11, -0.29], [0.04, -0.46, -0.17], [0.44, -0.03, -0.06], [-0.32, 0.17, 0.87], [-0.30, 0.16, -0.23], [-0.19, -0.17, -0.28], [0.52, -0.02, 0.48]]
}

***

Number 3 is which compound? C4H9N2O